1:
The following is a quantum chemistry calculation of one molecule with the formula C18H21NO3, from the OMol25 dataset.

## Properties
lowest unoccupied orbital energy: 0.310 eV
HOMO: -8.5993 eV
Kohn-Sham gap: 0.3274 hartree

CARTESIAN COORDINATES (ANGSTROEM)
1 O 1.11 1.19 -1.76
2 C 1.27 0.51 -2.61
3 O 1.77 0.86 -3.70
4 H 1.92 1.88 -3.83
5 C 0.96 -0.89 -2.77
6 H 2.00 -1.41 -2.16
7 C 1.23 -1.77 -4.13
8 C -0.24 -1.27 -4.84
9 C -1.32 -1.68 -4.26
10 H -2.25 -1.31 -4.44
11 C -0.85 -2.67 -2.96
12 H -1.71 -3.23 -2.64
13 C 0.33 -2.97 -3.63
14 H 0.23 -3.90 -4.29
15 H 0.87 -3.63 -2.80
16 C -0.12 -1.45 -2.06
17 C 0.01 -1.83 -0.63
18 O -0.27 -3.08 -0.29
19 N 0.42 -1.11 0.34
20 H 0.81 -0.21 -0.14
21 C 0.65 -1.29 1.56
22 H 1.96 -1.36 1.81
23 C 0.01 -0.38 2.54
24 H -0.91 -0.37 2.20
25 H -0.22 -0.71 3.56
26 C 0.49 1.18 2.42
27 C -0.23 2.26 3.14
28 C 0.07 2.20 4.63
29 C -0.48 3.15 5.28
30 C -1.67 3.83 4.89
31 C -2.20 3.48 3.61
32 C -1.51 2.74 2.68
33 H -1.70 2.55 1.76
34 H -3.02 4.16 3.09
35 H -2.29 4.49 5.44
36 H -0.28 3.17 6.51
37 H 0.84 1.85 4.91
38 H 0.70 1.45 1.35
39 H 1.58 1.11 2.63
40 H 0.49 -2.47 1.82
41 H -0.75 -0.46 -1.87
42 H 0.25 -0.75 -5.70
43 H 2.04 -1.88 -4.64

natural (NBO) charges, unit e, in atom order: -0.5814 0.7789 -0.6675 0.5031 -0.3134 0.2367 -0.1713 -0.2283 -0.2209 0.2092 -0.1754 0.2784 -0.4537 0.2436 0.2111 -0.3105 0.6655 -0.7018 -0.6169 0.4033 -0.1724 0.1294 -0.4021 0.1979 0.2253 -0.4582 0.0353 -0.1977 -0.1672 -0.2276 -0.1898 -0.2275 0.1975 0.2077 0.2210 0.1916 0.1755 0.2097 0.2083 0.2711 0.2351 0.2375 0.2107

---

2:
The following is a quantum chemistry calculation of one molecule with the formula C18H21NO3, from the OMol25 dataset.

## Properties
lowest unoccupied orbital energy: 0.832 eV
HOMO: -8.4086 eV
Kohn-Sham gap: 0.3396 hartree

CARTESIAN COORDINATES (ANGSTROEM)
1 C 7.31 0.86 0.17
2 H 8.36 0.82 -0.11
3 H 7.00 1.91 0.22
4 H 7.20 0.43 1.17
5 C 6.44 0.10 -0.84
6 C 5.00 0.16 -0.44
7 C 4.43 -0.82 0.36
8 C 3.11 -0.76 0.76
9 C 2.32 0.32 0.37
10 C 2.88 1.31 -0.44
11 C 4.20 1.23 -0.83
12 H 4.61 2.01 -1.45
13 H 2.25 2.14 -0.74
14 O 1.00 0.51 0.70
15 C 0.31 -0.49 1.41
16 C -0.09 -1.67 0.50
17 N -0.99 -1.24 -0.54
18 C -2.32 -1.52 -0.49
19 O -2.83 -2.30 0.27
20 O -2.97 -0.83 -1.45
21 C -4.39 -1.04 -1.52
22 C -5.12 -0.05 -0.65
23 C -5.52 1.18 -1.16
24 C -6.16 2.09 -0.35
25 C -6.40 1.79 0.98
26 C -5.99 0.58 1.50
27 C -5.35 -0.34 0.69
28 H -5.03 -1.29 1.08
29 H -6.17 0.34 2.54
30 H -6.90 2.51 1.62
31 H -6.48 3.05 -0.75
32 H -5.33 1.41 -2.20
33 H -4.64 -0.89 -2.58
34 H -4.61 -2.06 -1.22
35 H -0.70 -0.47 -1.12
36 H -0.60 -2.43 1.08
37 H 0.80 -2.10 0.03
38 H 0.89 -0.85 2.27
39 H -0.60 0.00 1.78
40 H 2.72 -1.55 1.38
41 H 5.03 -1.66 0.68
42 H 6.77 -0.94 -0.88
43 H 6.58 0.54 -1.82

natural (NBO) charges, unit e, in atom order: -0.5925 0.2062 0.2045 0.2047 -0.4103 -0.0488 -0.1830 -0.3278 0.3679 -0.2778 -0.1841 0.2094 0.2215 -0.5203 -0.0764 -0.2565 -0.6286 0.8901 -0.6656 -0.5203 -0.1107 0.0238 -0.2290 -0.2106 -0.2125 -0.1979 -0.2330 0.2340 0.2115 0.2124 0.2124 0.2092 0.1951 0.2133 0.4090 0.2410 0.2034 0.1772 0.2034 0.2152 0.2084 0.2058 0.2061

---

According to the calculations, the structures order from most to least stable as 2, 1.

---

1:
The following is a quantum chemistry calculation of C3H8FNO as an isolated structure, from the OMol25 dataset.

## Properties
lowest unoccupied orbital energy: 1.015 eV
HOMO: -8.5846 eV
Kohn-Sham gap: 0.3528 hartree

CARTESIAN COORDINATES (ANGSTROEM)
1 C 0.80 1.98 0.90
2 C -0.74 -2.17 -0.57
3 C -0.12 0.07 -0.84
4 N 0.63 0.56 0.80
5 O -1.11 -0.80 -0.64
6 F -0.35 0.16 1.72
7 H -0.14 2.53 0.97
8 H 1.38 2.17 1.81
9 H 1.37 2.31 0.04
10 H -1.63 -2.71 -0.25
11 H 0.07 -2.32 0.15
12 H -0.43 -2.52 -1.56
13 H -0.51 1.02 -1.20
14 H 0.77 -0.28 -1.34

natural (NBO) charges, unit e, in atom order: -0.4657 -0.2546 0.1052 -0.0951 -0.4991 -0.2913 0.1817 0.2059 0.2074 0.2015 0.1915 0.1719 0.1731 0.1676

---

2:
The following is a quantum chemistry calculation of one molecule with the formula C3H8FNO, from the OMol25 dataset.

## Properties
lowest unoccupied orbital energy: 0.910 eV
HOMO: -10.0259 eV
Kohn-Sham gap: 0.4019 hartree

CARTESIAN COORDINATES (ANGSTROEM)
1 C 1.17 0.97 -0.84
2 C 0.48 -0.27 -0.16
3 C -0.68 0.03 0.75
4 N -1.35 -1.11 1.27
5 O -1.81 0.93 0.14
6 F -0.34 0.84 1.80
7 H 1.51 1.70 -0.01
8 H 0.39 1.23 -1.57
9 H 2.00 0.57 -1.34
10 H 0.14 -0.94 -0.92
11 H 1.20 -0.81 0.43
12 H -2.34 -1.02 1.18
13 H -0.90 -2.01 0.94
14 H -2.22 1.23 0.99

natural (NBO) charges, unit e, in atom order: -0.6009 -0.4598 0.7254 -0.8673 -0.7605 -0.3740 0.2269 0.2270 0.2052 0.2145 0.2185 0.3958 0.3823 0.4668

---

According to the calculations, the structures order from most to least stable as 2, 1.